# 1
3 unconnected molecules or ions with the total composition C25H50ClN2O10P2, computed with ωB97M-V with the def2-TZVPD basis set.

Structure (XYZ):
```
90
C25H50ClN2O10P2, DFT ωB97M-V with the def2-TZVPD basis set
C 1.96046 2.18146 6.08653
C 2.87956 1.94405 4.70936
O 2.44508 0.65744 4.14927
C 2.32221 0.68711 2.68495
C 0.72527 0.29995 2.36281
C -0.07185 1.75294 2.57806
O -1.48493 1.46928 2.34619
C -1.78399 1.03949 0.98262
C -3.20372 0.15941 1.08653
C -4.50523 0.47356 0.16299
C -5.96861 -0.30800 0.22652
C -5.95468 -1.49308 1.40838
C -4.54959 -1.65797 2.21471
N -3.25732 -0.92310 2.10954
C -0.60070 0.26236 0.17449
C -0.14117 1.22142 -1.07305
C 0.47489 0.37722 -2.37649
C 0.96914 2.36714 -0.71942
C 1.73233 3.03330 -2.00645
N 0.52175 -0.31517 1.00315
C 0.40981 -1.83591 0.98449
Cl 0.90976 -2.57830 -0.68490
C 1.34583 -2.62493 2.06905
C 0.51306 -3.12851 3.43032
H 2.25985 1.46780 6.96404
H 2.12927 3.31236 6.42975
H 0.80457 2.12754 5.80270
H 2.67569 2.87972 4.03837
H 3.98072 1.83527 5.09015
H 2.48348 1.73968 2.19206
H 3.07532 -0.04679 2.12979
H 0.31245 -0.35923 3.26895
H 0.05149 2.01509 3.72816
H 0.39108 2.63661 1.98081
H -2.10232 2.02263 0.38407
H -4.40523 1.36599 -0.61739
H -6.90213 -0.04623 -0.42800
H -6.92615 -2.14881 1.63430
H -4.57211 -2.50451 3.05943
H -1.14145 -0.67443 -0.33480
H -1.08279 1.79894 -1.52687
H 0.42452 0.98425 -3.37912
H 1.59992 0.03745 -2.16880
H -0.13493 -0.61796 -2.55062
H 0.38930 3.23925 -0.15144
H 1.81694 1.98904 0.02804
H 0.99683 3.14279 -2.91419
H 2.70105 2.40382 -2.25652
H 2.12473 4.10096 -1.64566
H 1.41572 -0.11267 0.45850
H -0.71026 -2.20390 1.17068
H 2.32959 -2.07761 2.38482
H 1.70107 -3.64742 1.56414
H -0.63607 -3.06548 3.21457
H 0.78263 -4.26853 3.62854
H 0.86903 -2.52400 4.37216
C -4.20013 -8.70020 0.04565
O -2.90926 -8.17819 0.28209
P -2.75037 -6.79445 1.08815
O -1.33971 -6.42472 1.42635
O -3.71839 -6.96983 2.36348
C -3.36239 -7.94707 3.31966
O -3.53065 -5.71972 0.17867
C -3.64351 -4.41192 0.70635
H -4.30064 -9.63764 0.59733
H -4.99084 -8.01452 0.36111
H -4.31247 -8.90578 -1.02216
H -2.32818 -8.27977 3.19865
H -4.03137 -8.80502 3.21248
H -3.48693 -7.52366 4.31861
H -2.73030 -4.11716 1.23258
H -4.49328 -4.36972 1.39366
H -3.81619 -3.71217 -0.11496
C 4.52598 4.75257 -7.85233
O 4.26511 4.31871 -6.53382
P 4.09804 5.40751 -5.36066
O 3.65847 4.84733 -4.04384
O 3.10001 6.50689 -5.98483
C 1.77164 6.10366 -6.24724
O 5.51470 6.17119 -5.33060
C 5.61881 7.27062 -4.44633
H 3.66735 4.49639 -8.47712
H 4.69938 5.83032 -7.90949
H 5.40737 4.22965 -8.23286
H 1.52302 5.16437 -5.74639
H 1.64761 5.97999 -7.32632
H 1.09179 6.88460 -5.89994
H 5.08579 7.07759 -3.51017
H 5.20679 8.16293 -4.92623
H 6.67355 7.44441 -4.21977
```

Values from the calculation:
Molecular weight ... 636.08 g/mol
Energy relative to the best compared isomer or geometry (same formula, charge and spin) ... 1316.7 kJ/mol
Kohn-Sham gap ... 8.70 eV
Total charge ... +1

Mulliken atomic charge list, values in e, 8 entries: number 1, C, carries -0.85; number 2, C, carries -0.32; number 3, O, carries -0.31; number 4, C, carries -0.78; number 5, C, carries 0.11; number 6, C, carries -0.19; number 7, O, carries -0.44; number 8, C, carries 0.52



# 2
A molecular structure, C25H50ClNP2RuSi2, computed with ωB97M-V with the def2-TZVPD basis set.

Structure (XYZ):
```
82
C25H50ClNP2RuSi2, DFT ωB97M-V with the def2-TZVPD basis set
Ru 0.00000 0.00000 0.00000
C 2.08350 -0.13680 -1.58830
C 1.33160 -1.31740 -1.73910
C 0.05320 -0.90870 -2.25520
Si 2.01580 -2.98470 -1.27600
C 0.05170 0.50230 -2.37940
C 1.33000 0.99730 -1.94430
Si 2.01130 2.72120 -1.77920
H 3.07080 -0.09790 -1.16120
H -0.74620 -1.56410 -2.56090
H -0.74990 1.09240 -2.79290
Cl -5.38700 0.18550 2.08710
C 3.88390 2.63810 -1.68560
C 1.52860 3.80330 -3.24030
C 3.88710 -2.87710 -1.18800
C 1.54190 -4.30580 -2.52850
H 2.17760 3.58830 -4.08910
H 1.64230 4.86030 -2.99960
H 0.50380 3.65100 -3.57230
H 4.21200 2.12470 -0.78310
H 4.31220 3.64040 -1.66450
H 4.30650 2.11570 -2.54290
H 2.17070 -4.21870 -3.41440
H 0.50800 -4.23600 -2.85970
H 1.68870 -5.30510 -2.11850
H 4.31380 -2.51130 -2.12100
H 4.32000 -3.85720 -0.98730
H 4.20550 -2.21010 -0.38820
C 1.38740 3.43530 -0.13750
C 1.38380 -3.40670 0.46090
P -0.25910 2.74170 0.26200
H 1.43040 4.52290 -0.09720
H 2.05910 3.04830 0.63000
P -0.26340 -2.65330 0.72940
H 2.05310 -2.89520 1.15400
H 1.42540 -4.47140 0.68770
C -0.77170 -3.06510 2.49140
C -1.38100 -3.70880 -0.34370
C -1.37630 3.59370 -0.97850
C -0.76730 3.45490 1.92520
C -0.56140 2.43700 3.03820
H -1.83990 3.63380 1.81810
C -0.08380 4.76860 2.27490
H 0.97230 4.61250 2.48630
H -0.53510 5.18910 3.17480
H -0.15990 5.51440 1.48950
H -0.98900 1.47130 2.78710
H -1.03500 2.78830 3.95620
H 0.49460 2.27880 3.24070
H -0.93730 3.28670 -1.92810
C -1.37560 5.11350 -0.93290
C -2.79370 3.04730 -0.93710
H -0.37360 5.53480 -0.92560
H -1.90810 5.48450 -0.05890
H -1.88770 5.50950 -1.81130
H -2.83570 2.01200 -1.25730
H -3.43860 3.63460 -1.59180
H -3.21980 3.09880 0.06410
H -0.94660 -3.57190 -1.33420
C -2.79810 -3.16160 -0.39090
C -1.37740 -5.19710 -0.03350
H -0.37380 -5.60860 0.04050
H -1.89350 -5.74110 -0.82600
H -1.90340 -5.40920 0.89540
H -2.83630 -2.18980 -0.87070
H -3.22470 -3.05270 0.60530
H -3.44320 -3.84370 -0.94580
C -0.56590 -1.86790 3.40870
C -0.08550 -4.29580 3.06590
H -1.84410 -3.26130 2.41830
H 0.97000 -4.10220 3.24710
H -0.15860 -5.16790 2.42350
H -0.53670 -4.55320 4.02520
H 0.49050 -1.67580 3.57850
H -1.03700 -2.05380 4.37510
H -0.99510 -0.96180 2.99310
C -2.21230 0.07250 0.73240
H -2.80210 -0.00170 -0.19050
H -2.55840 -0.74810 1.36260
H -2.54870 0.99150 1.21510
N 2.40360 0.20120 2.29590
C 1.56670 0.13150 1.50040
```

Values from the calculation:
Molecular weight ... 619.32 g/mol
Energy relative to the best compared isomer or geometry (same formula, charge and spin) ... 30.4 kJ/mol
Kohn-Sham gap (alpha / beta) ... 4.72 / 4.27 eV
Spin multiplicity ... 5

Mulliken atomic charge list, values in e, 8 entries: number 1, Ru, carries 0.74; number 2, C, carries -0.26; number 3, C, carries 0.50; number 4, C, carries -0.74; number 5, Si, carries -0.19; number 6, C, carries -0.75; number 7, C, carries 0.52; number 8, Si, carries -0.20



# 3
A molecular structure, C25H50F9O19SV2, computed with ωB97M-V with the def2-TZVPD basis set.

Structure (XYZ):
```
106
C25H50F9O19SV2, DFT ωB97M-V with the def2-TZVPD basis set
O -18.29473 -1.36488 -22.88319
V -19.06069 0.00503 -23.09577
O -18.10284 1.07503 -23.82513
O -23.52251 -3.36282 -27.75959
V -22.35700 -3.57723 -26.73048
O -21.59831 -4.93178 -27.28173
C -17.96400 -1.86129 -26.68925
F -17.05430 -0.88306 -26.38614
F -17.72547 -2.32774 -27.91857
F -17.84713 -2.85631 -25.80625
S -19.70304 -1.10160 -26.52239
O -20.70623 -2.13725 -26.89830
O -19.75241 -0.74765 -25.07940
O -19.60648 0.06494 -27.38097
C -17.31566 5.33132 -22.71783
O -17.23091 5.45370 -24.15585
C -16.93264 4.23923 -24.84830
C -16.64052 4.45320 -26.39174
O -15.93209 3.32257 -26.88721
C -16.63049 2.06885 -26.81034
H -17.62810 6.23247 -22.19018
H -16.33475 5.12613 -22.28908
H -17.99776 4.55194 -22.37815
H -17.83244 3.66040 -24.63993
H -16.01971 3.86596 -24.38427
H -16.01736 5.33511 -26.54005
H -17.46512 4.60164 -27.08896
H -17.52784 2.16890 -27.42094
H -16.83082 1.69572 -25.80598
H -15.89100 1.38573 -27.22822
C -22.07581 -1.45785 -29.95570
O -21.39760 -2.70016 -29.89418
C -20.14586 -2.63871 -30.56759
C -19.33834 -3.85142 -30.07453
O -19.42547 -4.99254 -30.90084
C -20.76179 -5.52846 -30.95239
H -23.03844 -1.42020 -29.44577
H -22.22961 -1.16949 -30.99556
H -21.46154 -0.65758 -29.54297
H -19.57816 -1.73941 -30.32869
H -20.16886 -2.59481 -31.65646
H -19.70083 -4.12981 -29.08498
H -18.28821 -3.57739 -29.97336
H -21.45971 -4.89813 -31.50347
H -21.13285 -5.58330 -29.92896
H -20.74087 -6.54970 -31.33282
C -24.09918 -0.89665 -26.19645
O -23.47956 -2.05546 -25.65206
C -23.04971 -1.73587 -24.31394
C -22.30292 -2.94873 -23.76764
O -21.50190 -3.61793 -24.76731
C -20.32425 -4.16348 -24.21001
H -23.42681 -0.44527 -26.92603
H -24.60914 -0.10551 -25.64679
H -24.90544 -1.39224 -26.73722
H -23.79487 -1.30488 -23.64529
H -22.31878 -0.93755 -24.44246
H -22.99881 -3.63735 -23.28843
H -21.65423 -2.67979 -22.93398
H -19.55063 -3.42035 -24.01671
H -19.81773 -4.79700 -24.93815
H -20.49200 -4.63584 -23.24210
C -15.15951 -4.15448 -28.58050
O -14.54064 -4.89114 -27.53110
C -14.27264 -6.27065 -27.76269
C -13.30423 -6.86767 -26.74330
O -11.92233 -6.64201 -27.27143
C -10.97668 -7.26124 -26.46527
H -15.29721 -3.10399 -28.32437
H -16.15097 -4.52132 -28.84607
H -14.56994 -4.13321 -29.49705
H -13.90251 -6.49205 -28.76373
H -15.18945 -6.85369 -27.67531
H -13.43643 -7.89365 -26.39977
H -13.38196 -6.28045 -25.82829
H -9.98252 -7.18803 -26.90615
H -11.12763 -8.33775 -26.38499
H -10.98988 -6.84461 -25.45813
C -21.31970 2.22759 -25.77860
C -22.56205 2.86623 -25.12303
O -23.08586 3.69876 -26.17055
C -24.39624 4.10148 -26.21584
O -25.29781 3.87659 -25.41791
C -24.73377 4.94887 -27.52536
F -25.31220 4.22868 -28.43945
F -25.51336 5.96937 -27.20367
F -23.59816 5.56597 -28.00430
H -20.60314 2.84593 -26.31924
H -21.58832 1.46019 -26.50456
H -20.73705 1.74829 -24.99191
H -22.33533 3.56436 -24.31722
H -23.25573 2.12495 -24.72629
C -20.72158 2.14400 -29.59500
C -22.15852 2.77696 -29.23475
O -22.99196 2.76202 -30.44381
C -23.94706 1.76856 -30.75094
O -24.14717 0.72901 -30.06874
C -24.56766 2.21857 -32.15853
F -23.86076 1.60374 -33.05833
F -25.77722 1.86544 -32.19460
F -24.52662 3.51431 -32.46524
H -20.74207 1.11847 -29.96375
H -20.11231 2.21971 -28.69436
H -20.30992 2.80800 -30.35510
H -22.15231 3.75518 -28.75396
H -22.66123 2.13434 -28.51198
```

Values from the calculation:
Molecular weight ... 959.59 g/mol
Kohn-Sham gap (alpha / beta) ... 4.49 / 2.22 eV
Spin multiplicity ... 2
Total charge ... +2

Mulliken atomic charge list, values in e, 8 entries: number 1, O, carries -0.49; number 2, V, carries 1.28; number 3, O, carries -0.49; number 4, O, carries -0.50; number 5, V, carries 1.14; number 6, O, carries -0.60; number 7, C, carries 0.10; number 8, F, carries -0.17



We obtain strongest force on any atom values of 0.123 0.042 0.100 hartree/bohr for the records listed above, in that order.